Molecular formula: C5H4Br3N
Method: DFT, ωB97M-V/def2-TZVPD

The calculation puts the maximum force at 5.597 eV Å⁻¹. The value obtained for the energy above the lowest of the compared OMol25 structures with the same formula, charge and spin is 0.0 kcal per mole. As for the orbital gap: 8.37 eV. The value obtained for the LUMO energy is -0.202 eV.

```
! wB97M-V def2-TZVPD RIJCOSX def2/J DEFGRID3
* xyz 0 1
C -0.7963 1.6403 -0.8218
C 0.4799 1.2068 -0.4673
C -1.6538 0.6231 -0.6523
C 0.2135 0.0148 0.2052
C 1.4387 -1.3574 0.8218
N -1.0503 -0.4131 -0.0183
Br 0.2886 -2.8622 1.2895
Br 2.4796 -0.7989 2.3323
Br 2.5524 -1.7064 -0.7365
H -1.0371 2.6095 -0.9786
H 1.2979 1.8066 -0.2899
H -2.6713 0.5779 -0.7374
H -1.5419 -1.3411 0.0534
*
```

Here are the natural (NBO) charges for atoms 1 to 4, given in e: atom 1 (C): -0.276, atom 2 (C): -0.327, atom 3 (C): -0.065, atom 4 (C): 0.217

Molecular formula: C33H57BeClN2O2Si
Method: DFT, ωB97M-V/def2-TZVPD

The calculation puts the maximum force at 1.423 eV Å⁻¹. The value obtained for the energy above the lowest of the compared OMol25 structures with the same formula, charge and spin is 0.0 kcal per mole. As for the orbital gap: 7.41 eV. The value obtained for the LUMO energy is 0.488 eV.

```
! wB97M-V def2-TZVPD RIJCOSX def2/J DEFGRID3
* xyz 0 1
O 0.6065 -2.2195 -0.6884
O -1.4208 -1.8458 -3.9221
C 1.9226 -2.2490 -1.4273
C 2.8961 -3.0915 -0.6528
H 2.2359 -1.2028 -1.5177
H 1.6544 -2.6134 -2.4220
H 3.0968 -2.6377 0.3292
H 3.8448 -3.1156 -1.2022
H 2.5207 -4.1181 -0.5265
C -0.2803 -3.4366 -0.6656
C -0.0469 -4.2555 -1.9016
H -1.2845 -3.0072 -0.6038
H -0.0341 -3.9829 0.2500
H -0.1402 -3.6494 -2.8058
H -0.7927 -5.0536 -1.9730
H 0.9276 -4.7546 -1.8835
C -2.7714 -1.6190 -3.5184
C -0.9251 -1.0993 -5.0243
C -3.5099 -2.9501 -3.4795
H -3.2799 -0.9160 -4.1994
H -2.7364 -1.1781 -2.5066
H -3.5421 -3.4017 -4.4827
H -4.5407 -2.8041 -3.1504
H -3.0277 -3.6610 -2.7969
C -1.0353 -1.8983 -6.3160
H 0.1342 -0.9071 -4.7956
H -1.4485 -0.1333 -5.1217
H -0.6416 -2.9124 -6.1927
H -0.4765 -1.4016 -7.1142
H -2.0841 -1.9650 -6.6332
H 0.6467 -1.7004 0.2256
N 1.5504 1.0941 1.9878
C 1.5064 2.3574 2.4212
C 0.3382 3.1403 2.3259
C -0.9512 2.6729 2.0342
C 2.7330 2.9656 3.0479
H 3.6022 2.9230 2.3724
H 3.0004 2.4574 3.9858
H 2.5267 4.0169 3.2757
C -2.1145 3.6220 2.1066
H -2.7062 3.4670 3.0219
H -2.7866 3.4833 1.2463
H -1.7472 4.6541 2.1033
N -1.2051 1.3807 1.7734
C 2.6807 0.2443 2.2101
C 3.7240 0.1621 1.2619
C 3.7415 0.9939 0.0172
C 4.8005 -0.6997 1.5018
H 5.5898 -0.7578 0.7517
C 4.8691 -1.4431 2.6773
H 5.7236 -2.0896 2.8645
C 3.8457 -1.3501 3.6176
H 3.8786 -1.9168 4.5451
C 2.7571 -0.5017 3.3994
C 1.6805 -0.3869 4.4337
C -2.4500 0.7959 2.1227
C -3.4147 0.5124 1.1373
C -3.1750 0.8797 -0.2890
C -4.6633 0.0181 1.5122
H -5.4034 -0.1636 0.7329
C -4.9646 -0.1970 2.8538
H -5.9459 -0.5653 3.1412
C -4.0143 0.0892 3.8331
H -4.2368 -0.0366 4.8915
C -2.7588 0.5908 3.4851
C -1.7995 1.0016 4.5576
Be 0.1415 0.5461 1.2276
H 3.6050 0.3751 -0.8818
H 4.7164 1.4929 -0.0933
H 2.9652 1.7646 0.0297
H 1.4338 0.6580 4.6592
H 2.0057 -0.8694 5.3602
H 0.7677 -0.8928 4.0937
H -3.8970 0.3781 -0.9453
H -2.1671 0.6058 -0.6099
H -3.2963 1.9624 -0.4442
H -0.7634 0.7166 4.3294
H -2.0855 0.5244 5.5005
H -1.8246 2.0903 4.7202
H 0.4319 4.1916 2.6038
C 0.3568 0.5236 -0.5952
Si 0.4409 2.0347 -1.7277
H 1.3341 0.0203 -0.6504
H -0.3800 -0.1664 -1.0402
C 1.6093 1.6356 -3.1665
C 1.0602 3.6590 -1.0033
C -1.2519 2.3659 -2.4889
H -1.7137 1.4353 -2.8454
H -1.1573 3.0461 -3.3472
H -1.9294 2.8382 -1.7663
H 2.5669 1.2168 -2.8336
H 1.8253 2.5696 -3.7046
H 1.1509 0.9299 -3.8703
H 1.9444 3.5460 -0.3632
H 0.2778 4.1546 -0.4139
H 1.3364 4.3340 -1.8293
Cl -0.1832 -1.3212 1.8541
*
```

Here are the Mulliken charges for atoms 1 to 4, given in e: atom 1 (O): 0.395, atom 2 (O): -0.144, atom 3 (C): 0.651, atom 4 (C): -0.965

Molecular formula: CH4O3PS
Method: DFT, ωB97M-V/def2-TZVPD

The calculation puts the maximum force at 3.277 eV Å⁻¹. The value obtained for the energy above the lowest of the compared OMol25 structures with the same formula, charge and spin is 34.9 kcal per mole. As for the orbital gap: 6.92 eV. The value obtained for the LUMO energy is 3.778 eV.

```
! wB97M-V def2-TZVPD RIJCOSX def2/J DEFGRID3
* xyz -1 1
C 1.7012 0.8963 -0.1824
O -0.4194 1.5158 -0.7850
O 1.9907 -0.2045 -0.6165
O -2.1654 1.0995 0.9312
P -1.8463 1.0778 -0.6162
S -1.6678 -1.1468 -0.7691
H 1.7867 1.7448 -0.8636
H 1.5925 1.1450 0.8938
H -1.4313 -1.1324 -2.0640
H -2.7350 0.4678 1.3686
*
```

Here are the natural (NBO) charges for atoms 1 to 4, given in e: atom 1 (C): 0.319, atom 2 (O): -1.179, atom 3 (O): -0.600, atom 4 (O): -1.067

Molecular formula: CH3Cl3GeNa
Method: DFT, ωB97M-V/def2-TZVPD

The calculation puts the maximum force at 2.713 eV Å⁻¹. As for the expectation value of S²: 0.7582. The value obtained for the energy above the lowest of the compared OMol25 structures with the same formula, charge and spin is 30.2 kcal per mole. As for the orbital gap (spin up / spin down): 6.77 / 5.09 eV. The value obtained for the LUMO energy (spin up / spin down) is -0.824 / -2.388 eV.

```
! wB97M-V def2-TZVPD RIJCOSX def2/J DEFGRID3
* xyz 0 2
Na -0.0492 -1.1651 -0.8039
Cl -0.6180 -2.8481 2.5113
Ge -0.1765 -0.7205 1.9629
Cl 1.7386 -0.0373 2.6318
Cl -1.3041 1.0892 2.4626
C 0.0822 0.7854 -2.1016
H 1.1305 1.0155 -2.1652
H -0.4927 1.4327 -1.4348
H -0.3107 0.4482 -3.0631
*
```

Here are the natural (NBO) charges for atoms 1 to 4, given in e: atom 1 (Na): 0.810, atom 2 (Cl): -0.504, atom 3 (Ge): 0.679, atom 4 (Cl): -0.470

Molecular formula: C16H26BF6N2O4PTa
Method: DFT, ωB97M-V/def2-TZVPD

The calculation puts the maximum force at 1.188 eV Å⁻¹. As for the orbital gap: 5.95 eV. The value obtained for the LUMO energy is -10.737 eV.

```
! wB97M-V def2-TZVPD RIJCOSX def2/J DEFGRID3
* xyz 3 1
Ta -0.5056 0.1400 0.0386
N 1.4857 -0.6724 0.6619
C 2.7406 0.1519 0.5291
C 3.1079 0.2336 -0.9323
C 2.0462 0.9704 -1.7133
N 0.7692 0.1527 -1.7591
H 1.3638 -0.8764 1.6552
H 1.6395 -1.5719 0.2052
H 3.5429 -0.3025 1.1092
H 2.5450 1.1334 0.9578
H 3.2626 -0.7667 -1.3539
H 4.0629 0.7490 -1.0395
H 2.3773 1.1634 -2.7330
H 1.8145 1.9334 -1.2514
H 1.0165 -0.7986 -2.0395
H 0.1920 0.5259 -2.5135
C -2.0947 -3.7957 0.7105
C -2.1389 -2.3602 0.2509
O -0.8928 -1.6659 0.2503
C -2.6096 -2.2277 -1.2209
F -2.3859 -0.9004 -1.6329
F -1.8578 -2.9604 -2.0146
F -3.8759 -2.4830 -1.3901
C -2.9998 -1.5027 1.2106
F -3.1172 -0.2393 0.6098
F -2.3208 -1.2630 2.3279
F -4.1735 -1.9678 1.4880
H -1.4327 -4.3801 0.0744
H -3.0987 -4.2178 0.6641
H -1.7362 -3.8503 1.7378
C -1.1950 3.8923 -2.4123
P -2.0778 3.0239 -1.1511
C -2.3946 4.0594 0.2436
C -3.5619 2.2731 -1.7516
O -1.1187 1.8209 -0.6328
H -1.7833 4.7671 -2.7046
H -1.0471 3.2689 -3.2953
H -0.2344 4.2360 -2.0250
H -3.0637 4.8650 -0.0739
H -1.4663 4.5029 0.6087
H -2.8761 3.4892 1.0397
H -4.2136 3.0485 -2.1643
H -4.0864 1.7872 -0.9268
H -3.3433 1.5464 -2.5351
O -1.3808 1.6501 2.6459
B -0.2494 1.2831 1.9756
O 0.8785 1.9475 2.3627
C 0.4277 2.8042 3.3895
C 1.1537 3.7139 4.1211
C 0.4264 4.4491 5.0525
C -0.9452 4.2600 5.2312
C -1.6611 3.3278 4.4854
C -0.9274 2.6205 3.5622
H 2.2181 3.8471 3.9871
H 0.9394 5.1887 5.6514
H -1.4678 4.8535 5.9685
H -2.7198 3.1640 4.6320
*
```

Here are the natural (NBO) charges for atoms 1 to 4, given in e: atom 1 (Ta): 2.334, atom 2 (N): -0.852, atom 3 (C): -0.236, atom 4 (C): -0.452